No. 1
Computed, not measured: a molecular structure, C22H50Cl2MnN10 at a distorted geometry, with the ωB97M-V functional and the def2-TZVPD basis.

Structure (ORCA input):
```
! wB97M-V def2-TZVPD RIJCOSX def2/J DEFGRID3
* xyz 2 6
Mn -0.52 0.31 0.12
C 1.36 -3.58 -0.58
N 0.34 -2.69 -1.13
C 0.60 -2.21 -2.48
C -0.90 -2.60 -0.57
N -1.54 -1.44 -0.64
C -3.00 -1.47 -0.72
C -3.51 -0.31 -1.56
N -2.88 0.94 -1.09
C -2.17 1.73 -2.15
C -1.20 2.74 -1.59
N -0.06 2.06 -0.97
C 1.08 2.71 -0.84
N 2.22 1.98 -0.67
C 2.30 0.62 -1.14
C 3.28 2.40 0.23
N 1.24 4.05 -0.89
C 2.44 4.66 -1.47
C 0.31 5.00 -0.29
C -2.91 1.22 0.16
C 0.35 -0.08 2.07
N 0.38 -1.03 2.95
C 1.05 -0.80 4.14
N 0.55 0.07 5.01
C -0.84 0.52 4.93
C 1.35 0.75 6.02
N 2.15 -1.51 4.39
C 2.58 -1.89 5.73
C 2.82 -2.23 3.31
N -1.40 -3.70 0.05
C -1.18 -5.05 -0.45
C -2.19 -3.58 1.26
H 2.32 -3.05 -0.60
H 1.47 -4.50 -1.16
H 1.12 -3.83 0.45
H 1.59 -1.78 -2.54
H -0.14 -1.46 -2.75
H 0.55 -3.04 -3.20
H -3.51 -1.42 0.25
H -3.35 -2.39 -1.19
H -4.59 -0.21 -1.45
H -3.27 -0.44 -2.62
H -2.93 2.21 -2.76
H -1.64 1.01 -2.78
H -1.72 3.40 -0.89
H -0.85 3.36 -2.42
H 2.01 -0.12 -0.38
H 3.33 0.40 -1.43
H 1.67 0.50 -2.02
H 3.00 3.33 0.72
H 4.23 2.54 -0.29
H 3.42 1.64 1.01
H 3.01 3.92 -2.03
H 3.08 5.10 -0.70
H 2.13 5.45 -2.15
H -0.32 4.51 0.43
H -0.30 5.51 -1.05
H 0.89 5.76 0.23
H -3.19 -0.51 1.98
H -2.34 2.14 0.55
H -4.54 0.05 3.27
H 0.90 0.83 2.39
H -1.22 0.63 5.94
H -1.43 -0.23 4.41
H -0.92 1.47 4.39
H 2.41 0.66 5.80
H 1.15 0.39 7.03
H 1.09 1.81 5.98
H 1.78 -1.71 6.45
H 3.48 -1.36 6.04
H 2.79 -2.96 5.73
H 3.88 -2.30 3.56
H 2.72 -1.70 2.37
H 2.41 -3.23 3.20
H -0.76 -5.02 -1.45
H -2.14 -5.56 -0.50
H -0.52 -5.62 0.21
H -1.97 -2.63 1.75
H -1.90 -4.38 1.94
H -3.27 -3.67 1.07
Cl -1.43 2.58 2.12
C -5.48 0.24 1.22
Cl -4.02 0.53 2.12
H -5.50 1.09 0.54
H -6.26 0.16 1.97
*
```

Results
- LUMO level (spin up / spin down) (eV) = -5.191 / -5.474
- HOMO level (spin up / spin down) (eV) = -13.030 / -13.175
- energy (Eh) = -3486.34677
- gap between HOMO and LUMO (spin up / spin down) (eV) = 7.84 / 7.70
- strongest force on any atom (hartree/bohr) = 0.037
- energy above the lowest of the compared OMol25 structures with the same formula, charge and spin (eV) = 0.4751
- ⟨S²⟩ = 8.7588

=====

No. 2
Computed, not measured: a molecular structure, C22H51AuBN4O2Si2 at a distorted geometry, with the ωB97M-V functional and the def2-TZVPD basis.

Structure (ORCA input):
```
! wB97M-V def2-TZVPD RIJCOSX def2/J DEFGRID3
* xyz 1 3
O -0.83 -2.47 -1.53
O -2.18 -0.53 -2.82
C 0.42 -3.13 -1.72
C 1.38 -3.06 -0.56
H 0.85 -2.66 -2.62
H 0.20 -4.18 -1.98
H 1.47 -2.04 -0.17
H 2.37 -3.39 -0.89
H 1.06 -3.73 0.25
C -1.49 -2.76 -0.27
C -2.98 -2.68 -0.47
H -1.15 -2.03 0.49
H -1.21 -3.77 0.07
H -3.29 -1.75 -0.98
H -3.48 -2.73 0.50
H -3.31 -3.54 -1.07
C -3.20 0.48 -2.93
C -1.98 -1.35 -3.99
C -4.39 0.20 -2.04
H -3.53 0.56 -3.98
H -2.73 1.43 -2.65
H -4.83 -0.78 -2.25
H -5.14 0.97 -2.24
H -4.12 0.27 -0.98
C -2.95 -2.49 -4.06
H -0.95 -1.72 -3.91
H -2.03 -0.72 -4.89
H -2.82 -3.15 -3.20
H -2.75 -3.06 -4.98
H -3.98 -2.13 -4.10
H -0.74 -0.61 -1.67
Au 0.64 1.33 1.37
C -0.10 0.29 -1.26
Si 0.84 1.20 -2.65
H -0.80 0.97 -0.76
H 0.59 -0.14 -0.51
C 1.88 -0.12 -3.50
C 1.92 2.60 -2.00
C -0.31 2.00 -3.91
C 2.56 0.68 0.99
Si 3.78 1.60 2.08
H 2.76 0.69 -0.09
H 2.54 -0.38 1.30
C 4.55 3.00 1.09
C 5.13 0.39 2.60
C 3.00 2.28 3.64
H 0.26 2.70 -4.54
H -1.11 2.58 -3.42
H -0.78 1.26 -4.57
H 2.73 -0.41 -2.86
H 2.28 0.26 -4.45
H 1.29 -1.02 -3.71
H 2.19 2.49 -0.94
H 1.40 3.56 -2.12
H 2.86 2.65 -2.58
H 5.35 -0.33 1.79
H 4.83 -0.18 3.49
H 6.06 0.93 2.83
H 2.67 1.47 4.31
H 2.12 2.88 3.42
H 3.72 2.90 4.19
H 5.57 3.18 1.45
H 3.97 3.93 1.20
H 4.60 2.75 0.02
B -0.62 1.55 4.57
N -0.08 0.08 4.49
C 0.06 -0.84 5.47
C 0.55 -2.01 4.89
C 0.67 -1.72 3.51
N 0.27 -0.47 3.27
N -1.63 1.67 3.37
C -2.97 1.73 3.44
C -3.49 1.76 2.15
C -2.39 1.74 1.29
N -1.26 1.68 2.03
H 0.23 2.38 4.55
H -1.26 1.64 5.59
H -0.19 -0.60 6.50
H 0.78 -2.93 5.39
H 1.03 -2.37 2.72
H -3.46 1.73 4.41
H -4.53 1.77 1.87
H -2.39 1.79 0.20
*
```

Results
- LUMO level (spin up / spin down) (eV) = -2.889 / -7.945
- HOMO level (spin up / spin down) (eV) = -11.694 / -11.769
- energy (Eh) = -1977.53027
- gap between HOMO and LUMO (spin up / spin down) (eV) = 8.81 / 3.82
- strongest force on any atom (hartree/bohr) = 0.057
- energy above the lowest of the compared OMol25 structures with the same formula, charge and spin (eV) = 0.0000
- ⟨S²⟩ = 2.0251

=====

No. 3
Computed, not measured: 3 unconnected molecules or ions with the total composition C22H51BBrN2O13P2 at a distorted geometry, with the ωB97M-V functional and the def2-TZVPD basis.

Structure (ORCA input):
```
! wB97M-V def2-TZVPD RIJCOSX def2/J DEFGRID3
* xyz -1 1
C 0.18 -1.78 2.35
C -0.41 -0.37 2.43
C -0.40 0.38 1.09
N -1.67 0.37 0.39
C -2.08 -0.87 -0.28
C -1.02 -1.60 -1.09
O -0.78 -1.08 -2.39
C -0.19 0.19 -2.46
O -2.59 -1.74 0.67
B -3.98 -1.36 1.01
C -4.71 -2.75 1.50
C -5.70 -3.34 0.53
C -5.61 -4.83 0.26
N -6.61 -2.62 -0.02
P -4.16 -0.03 2.51
O -4.13 1.44 1.75
Br -6.41 -0.12 2.97
O -4.45 -0.70 -0.24
C -3.38 -0.49 -1.10
P -3.76 -1.48 -2.59
O -3.33 -2.89 -2.65
O -5.35 -1.39 -2.74
O -3.21 -0.59 -3.81
H 0.15 -2.28 3.31
H -0.41 -2.39 1.67
H 1.22 -1.75 2.00
H -1.44 -0.47 2.76
H 0.13 0.21 3.18
H 0.45 0.03 0.50
H -0.18 1.43 1.31
H -1.71 1.15 -0.25
H -1.38 -2.61 -1.25
H -0.08 -1.67 -0.55
H 0.18 0.32 -3.47
H 0.65 0.29 -1.77
H -0.92 0.99 -2.28
H -5.23 -2.66 2.46
H -3.91 -3.47 1.65
H -4.69 -5.24 0.66
H -5.63 -5.00 -0.82
H -6.44 -5.35 0.74
H -7.17 -3.22 -0.63
H -4.23 2.11 2.43
H -3.35 0.56 -1.43
H -5.72 -0.66 -2.22
H -2.71 -1.17 -4.40
C 3.09 -0.43 4.69
O 2.86 0.67 5.55
C 2.51 0.27 6.86
C 2.74 1.38 7.85
O 4.10 1.54 8.23
C 4.95 2.19 7.30
C 4.77 3.69 7.23
O 3.65 4.03 6.44
C 3.22 5.35 6.64
H 2.19 -1.05 4.60
H 3.35 -0.03 3.71
H 3.92 -1.04 5.06
H 3.10 -0.61 7.16
H 1.44 -0.01 6.87
H 2.22 1.11 8.77
H 2.31 2.32 7.48
H 4.87 1.75 6.31
H 5.96 2.00 7.67
H 5.67 4.14 6.79
H 4.64 4.08 8.25
H 2.93 5.52 7.68
H 2.36 5.52 6.00
H 4.01 6.07 6.37
C 4.88 0.96 -5.43
O 3.69 1.11 -6.16
C 3.87 0.87 -7.54
C 2.56 0.56 -8.22
O 2.11 -0.77 -8.01
C 1.53 -1.07 -6.75
C 0.13 -0.54 -6.57
O 0.15 0.84 -6.25
C -1.11 1.44 -6.42
H 5.66 1.66 -5.76
H 4.65 1.16 -4.38
H 5.27 -0.07 -5.51
H 4.56 0.03 -7.70
H 4.31 1.77 -8.01
H 2.71 0.64 -9.29
H 1.79 1.28 -7.93
H 2.17 -0.73 -5.93
H 1.48 -2.16 -6.71
H -0.36 -1.09 -5.75
H -0.44 -0.70 -7.50
H -1.44 1.39 -7.46
H -1.02 2.49 -6.14
H -1.87 0.98 -5.78
*
```

Results
- LUMO level (eV) = 2.248
- HOMO level (eV) = -4.037
- energy (Eh) = -5238.20599
- gap between HOMO and LUMO (eV) = 6.28
- strongest force on any atom (hartree/bohr) = 0.021
- energy above the lowest of the compared OMol25 structures with the same formula, charge and spin (eV) = 0.0000

=====

No. 4
Computed, not measured: a molecular structure, C22H51BCdN4O2Si2 at a distorted geometry, with the ωB97M-V functional and the def2-TZVPD basis.

Structure (ORCA input):
```
! wB97M-V def2-TZVPD RIJCOSX def2/J DEFGRID3
* xyz 0 1
O 1.38 2.15 -1.59
O -0.51 1.29 -3.16
C 2.01 3.34 -1.11
C 3.17 3.12 -0.15
H 1.20 3.91 -0.64
H 2.35 3.91 -1.99
H 2.90 2.44 0.66
H 3.41 4.09 0.29
H 4.06 2.76 -0.67
C 2.26 1.06 -1.97
C 2.95 1.32 -3.28
H 1.62 0.18 -2.01
H 3.00 0.90 -1.16
H 2.22 1.44 -4.08
H 3.60 0.47 -3.52
H 3.58 2.22 -3.22
C -0.93 0.39 -4.21
C -0.87 2.65 -3.45
C -0.28 -0.95 -3.99
H -0.62 0.81 -5.18
H -2.03 0.31 -4.20
H 0.81 -0.87 -3.98
H -0.56 -1.61 -4.81
H -0.60 -1.41 -3.05
C 0.14 3.34 -4.33
H -0.94 3.16 -2.47
H -1.87 2.68 -3.92
H 1.11 3.40 -3.83
H -0.21 4.35 -4.54
H 0.24 2.81 -5.28
H -0.15 1.04 -1.49
Cd -0.82 -1.20 1.41
C -0.61 0.40 -0.57
Si -2.35 1.11 -0.24
H -0.55 -0.63 -0.94
H 0.13 0.61 0.22
C -2.02 2.88 0.29
C -3.46 0.26 1.04
C -3.42 1.02 -1.79
C -0.56 0.21 3.06
Si -0.73 -0.58 4.75
H -1.21 1.09 2.94
H 0.48 0.58 2.96
C -2.50 -0.38 5.35
C 0.46 0.24 5.96
C -0.32 -2.42 4.75
H -4.48 0.99 -1.49
H -3.22 0.12 -2.37
H -3.29 1.90 -2.44
H -1.70 2.91 1.34
H -2.92 3.49 0.18
H -1.22 3.33 -0.31
H -3.12 0.40 2.08
H -3.57 -0.82 0.84
H -4.46 0.71 0.95
H 0.47 1.33 5.82
H 1.49 -0.13 5.82
H 0.17 0.03 7.00
H 0.76 -2.59 4.69
H -0.78 -2.98 3.93
H -0.68 -2.87 5.69
H -2.67 -0.97 6.26
H -3.22 -0.73 4.59
H -2.73 0.67 5.57
B 0.90 -4.32 1.50
N 1.89 -3.11 1.53
C 3.23 -3.12 1.70
C 3.70 -1.81 1.59
C 2.56 -1.02 1.36
N 1.47 -1.82 1.30
N 0.00 -4.09 0.23
C -0.03 -4.84 -0.89
C -0.96 -4.28 -1.77
C -1.49 -3.16 -1.11
N -0.89 -3.04 0.10
H 0.26 -4.43 2.51
H 1.54 -5.33 1.30
H 3.76 -4.05 1.88
H 4.71 -1.46 1.68
H 2.50 0.05 1.25
H 0.60 -5.71 -0.98
H -1.23 -4.64 -2.74
H -2.28 -2.49 -1.45
*
```

Results
- LUMO level (spin up / spin down) (eV) = 0.605 / 0.608
- HOMO level (spin up / spin down) (eV) = -8.271 / -8.271
- energy (Eh) = -2009.94753
- gap between HOMO and LUMO (spin up / spin down) (eV) = 8.88 / 8.88
- strongest force on any atom (hartree/bohr) = 0.068
- energy above the lowest of the compared OMol25 structures with the same formula, charge and spin (eV) = 0.4328

=====

No. 5
Computed, not measured: a molecular structure, C22H51BN4O2PtSi2 at a distorted geometry, with the ωB97M-V functional and the def2-TZVPD basis.

Structure (ORCA input):
```
! wB97M-V def2-TZVPD RIJCOSX def2/J DEFGRID3
* xyz 0 3
O -0.73 0.63 -2.89
O 3.25 -2.57 -1.54
C -1.39 -0.56 -3.39
C -1.94 -0.44 -4.80
H -2.19 -0.76 -2.67
H -0.68 -1.41 -3.34
H -2.83 0.21 -4.81
H -2.25 -1.44 -5.14
H -1.18 -0.09 -5.52
C 0.68 0.45 -2.71
C 1.47 -0.51 -3.60
H 0.77 0.17 -1.67
H 1.13 1.45 -2.81
H 1.60 -1.45 -3.06
H 2.48 -0.10 -3.77
H 1.03 -0.67 -4.60
C 4.02 -2.00 -0.47
C 3.09 -4.01 -1.51
C 4.83 -0.82 -1.00
H 4.70 -2.75 -0.01
H 3.31 -1.66 0.30
H 5.57 -1.16 -1.74
H 5.37 -0.36 -0.16
H 4.16 -0.09 -1.47
C 3.98 -4.76 -2.49
H 2.04 -4.16 -1.80
H 3.24 -4.40 -0.48
H 3.88 -4.36 -3.50
H 3.68 -5.82 -2.48
H 5.04 -4.71 -2.18
H -1.80 -1.46 1.54
Pt -2.12 2.08 0.48
C -1.28 -1.88 0.68
Si -0.51 -3.33 1.54
H -2.06 -2.08 -0.06
H -0.64 -1.06 0.32
C -0.07 -4.59 0.25
C -2.13 -3.56 2.53
C 0.80 -2.35 2.49
C -1.50 3.00 -1.11
Si 0.22 3.68 -0.64
H -2.20 3.83 -1.30
H -1.50 2.32 -1.99
C 1.15 3.86 -2.27
C 1.28 2.66 0.54
C -0.02 5.38 0.10
H 1.64 -2.08 1.83
H 1.16 -2.96 3.34
H 0.38 -1.41 2.88
H -0.70 -4.39 -0.64
H -0.31 -5.60 0.64
H 0.99 -4.52 -0.04
H -2.98 -3.11 1.99
H -2.06 -3.03 3.49
H -2.36 -4.62 2.67
H 2.30 2.60 0.12
H 0.90 1.65 0.71
H 1.35 3.18 1.51
H 0.64 6.08 -0.44
H 0.24 5.40 1.16
H -1.06 5.72 -0.02
H 1.42 4.92 -2.39
H 0.52 3.55 -3.12
H 2.08 3.26 -2.29
B -1.13 1.35 3.78
N -2.40 0.65 3.21
C -3.26 -0.12 3.93
C -4.32 -0.47 3.11
C -4.06 0.08 1.85
N -2.91 0.83 1.93
N -1.42 2.83 3.34
C -1.44 3.94 4.10
C -2.07 4.96 3.40
C -2.45 4.42 2.18
N -2.02 3.13 2.14
H -0.11 0.85 3.40
H -1.19 1.29 4.98
H -3.09 -0.32 4.98
H -5.19 -1.06 3.41
H -4.62 -0.04 0.93
H -1.01 3.93 5.10
H -2.24 5.98 3.70
H -2.96 4.82 1.32
*
```

Results
- LUMO level (spin up / spin down) (eV) = 0.602 / -1.867
- HOMO level (spin up / spin down) (eV) = -7.203 / -8.557
- energy (Eh) = -1961.39403
- gap between HOMO and LUMO (spin up / spin down) (eV) = 7.81 / 6.69
- strongest force on any atom (hartree/bohr) = 0.074
- energy above the lowest of the compared OMol25 structures with the same formula, charge and spin (eV) = 0.9491
- ⟨S²⟩ = 2.0046